[1]
42
Properties=species:S:1:pos:R:3:forces:R:3 method="wB97M-V/def2-TZVPD" gap_ev=8.141 homo_energy_ev=-12.3 total_energy_ha=-1561.7698 fmax_ev_per_a=1.285 total_charge=+1 multiplicity=1
O 0.88328 0.41843 -5.21500 0.11 -0.37 0.18
S 0.37377 0.49038 -3.89086 0.37 0.26 -1.20
O -0.20198 1.74326 -3.49710 0.05 -0.13 0.78
O 1.60663 0.11067 -2.91841 -0.43 0.27 0.16
C -0.77871 -0.83240 -3.58774 -0.69 0.04 0.23
C -2.08981 -0.42844 -2.87443 0.00 -0.81 -0.23
C -2.24159 -1.04948 -1.49018 -0.22 0.81 0.42
C -1.19631 -0.50829 -0.48153 -0.59 0.03 -1.11
C -1.39240 0.97312 -0.33759 -0.31 -0.03 0.38
C -2.57800 1.50805 0.16707 0.65 -0.11 -0.25
C -2.73363 2.87834 0.24545 -0.05 -0.35 -0.02
C -1.71410 3.71605 -0.18808 0.30 0.09 -0.07
C -0.54667 3.16567 -0.66696 -0.68 -0.03 0.14
N -0.43274 1.82565 -0.71762 0.07 0.17 0.26
H 1.28952 -0.42325 -2.17598 0.27 -0.09 0.04
H -1.01595 -1.22985 -4.56715 0.15 0.11 -0.29
H -0.27941 -1.64345 -3.06380 0.20 -0.03 0.05
H -2.26035 0.64279 -2.85335 0.27 0.20 -0.03
H -2.88826 -0.83354 -3.48940 -0.19 0.05 -0.05
H -2.25217 -2.13366 -1.53872 0.29 -0.15 0.06
H -3.22306 -0.75559 -1.12181 -0.20 -0.17 0.02
H -0.21907 -0.73375 -0.89237 0.31 0.02 0.39
H -1.29719 -0.97998 0.48671 0.10 -0.18 0.15
H -3.34448 0.81685 0.46908 -0.21 0.01 0.14
H -3.65808 3.27366 0.63499 -0.06 0.19 0.03
H -1.82999 4.78592 -0.15448 0.07 0.12 0.00
H 0.27907 3.74629 -1.03438 0.19 0.02 -0.07
H 0.43155 1.45078 -1.08422 0.10 -0.05 -0.10
C 1.76020 -1.01590 4.52718 0.06 -0.05 0.12
C 1.21889 -0.62760 3.36954 -0.07 0.07 0.24
C 1.79949 -1.02874 2.04389 0.40 -0.25 -0.16
O 1.22113 -0.64365 1.02881 -0.07 0.24 0.14
C 2.99160 -1.83526 2.02376 -0.15 0.09 -0.20
C 3.54863 -2.22925 3.18333 0.12 -0.07 -0.28
C 2.95472 -1.85105 4.51718 -0.32 0.22 0.17
O 3.50402 -2.25904 5.51594 0.17 -0.10 -0.06
O 4.63725 -2.96536 3.24034 -0.08 0.05 0.17
O 0.12858 0.14032 3.29952 0.02 -0.04 -0.09
H 1.34859 -0.73426 5.48606 -0.02 0.00 -0.01
H 3.40749 -2.10340 1.06291 0.04 -0.03 0.02
H 4.82914 -3.11296 4.18815 0.03 -0.03 0.02
H -0.03961 0.27192 2.35130 0.03 0.01 -0.06



[2]
53
Properties=species:S:1:pos:R:3:forces:R:3 method="wB97M-V/def2-TZVPD" gap_ev=4.900 homo_energy_ev=-0.7 total_energy_ha=-5159.9654 fmax_ev_per_a=1.119 total_charge=-2 de_lowest_ev=1.1213 multiplicity=1
Mg 0.47328 -0.09496 -2.40648 0.14 -0.54 -0.43
S -0.03672 -2.55927 -5.87721 0.41 -0.19 -0.02
As -1.09678 -1.10353 -4.77659 -0.34 -0.28 -0.56
S 0.09085 0.76571 -4.57672 0.22 0.34 0.13
S -1.30349 -1.76069 -2.66165 0.14 0.07 0.66
S -3.00255 -0.73775 -5.60254 -0.30 0.27 0.06
O -1.33814 1.73770 -1.36168 -0.12 0.08 0.17
C -0.91211 1.99257 -0.03648 0.55 -0.44 -0.06
C 0.49635 1.28760 0.21285 0.02 0.25 0.06
O 0.93455 1.26636 1.36083 -0.10 0.01 -0.09
O 1.06655 0.81146 -0.81982 -0.15 0.26 0.48
C -1.90795 1.29977 0.88669 -0.19 0.00 0.00
C -2.60457 0.19089 0.41209 -0.01 0.01 -0.16
C -3.49528 -0.48423 1.23268 -0.04 -0.06 0.05
C -3.70312 -0.07111 2.54076 0.00 0.00 -0.03
C -3.00652 1.02902 3.01950 -0.02 0.01 0.06
C -2.11993 1.71094 2.19927 0.03 0.01 -0.09
C -0.81722 3.49105 0.22401 0.04 0.10 0.00
C -1.52881 4.36452 -0.59592 -0.06 -0.02 0.04
C -1.47534 5.73560 -0.38958 -0.01 0.02 0.01
C -0.71197 6.25807 0.64260 -0.01 0.07 -0.01
C 0.00531 5.39716 1.46086 -0.04 0.02 0.00
C -0.04465 4.02636 1.25590 0.06 0.04 -0.07
H -0.78313 2.22011 -1.99021 0.03 -0.10 -0.08
H -2.46675 -0.14217 -0.61023 0.06 0.01 -0.03
H -4.02905 -1.33830 0.83281 0.00 0.01 0.01
H -4.40994 -0.59186 3.17671 0.03 -0.02 0.01
H -3.15600 1.36290 4.04035 0.00 0.02 -0.01
H -1.59942 2.57640 2.58352 0.04 -0.01 0.03
H -2.13540 3.96369 -1.39760 0.02 -0.02 0.01
H -2.03376 6.39681 -1.04137 0.00 -0.01 0.00
H -0.67308 7.32928 0.80367 0.01 -0.01 0.00
H 0.61165 5.79701 2.26541 0.02 -0.02 0.00
H 0.53751 3.35663 1.87301 -0.02 -0.03 0.01
O 2.24234 -1.41431 -2.10130 -0.77 -0.31 0.76
C 2.23702 -2.22005 -1.15095 0.64 0.09 -0.44
C 3.56244 -2.89304 -0.82132 -0.03 0.09 0.23
C 3.79178 -3.17522 0.66494 -0.04 -0.10 -0.08
C 3.16191 -4.48636 1.13621 0.02 0.05 -0.04
C 1.75647 -4.69749 0.58060 -0.03 0.05 0.09
C 0.89932 -3.43916 0.65379 0.19 -0.13 0.00
N 1.14283 -2.51003 -0.43157 -0.10 0.49 -0.47
H 4.32270 -2.20890 -1.19408 -0.04 -0.02 -0.07
H 3.63651 -3.81163 -1.41052 0.00 0.02 -0.05
H 3.38752 -2.33741 1.23872 0.05 0.00 0.05
H 4.86543 -3.21368 0.86478 -0.01 0.09 0.02
H 3.12630 -4.48718 2.22994 0.02 -0.05 0.00
H 3.79367 -5.32657 0.83119 0.02 0.00 0.04
H 1.26536 -5.49858 1.13795 -0.03 -0.01 -0.03
H 1.79833 -5.01092 -0.46453 -0.03 -0.06 0.01
H 1.03428 -2.93365 1.61760 -0.02 -0.05 0.01
H -0.15272 -3.71489 0.57535 0.02 0.05 -0.01
H 0.30417 -2.10468 -0.83627 -0.23 -0.02 -0.16



[3]
57
Properties=species:S:1:pos:R:3:forces:R:3 method="wB97M-V/def2-TZVPD" gap_ev=8.583 homo_energy_ev=-8.1 total_energy_ha=-1755.0689 smiles="CCN(CC)CCNC(=O)c1ccc(NS(=O)(=O)c2ccc3c(c2)OCCO3)cc1" fmax_ev_per_a=0.967 total_charge=0 de_lowest_ev=2.0884 multiplicity=1
C -3.70418 -2.33023 -3.78566 0.20 0.19 0.16
C -2.81799 -1.13536 -3.43568 -0.18 -0.32 -0.11
N -2.88552 -0.11960 -4.47489 0.06 0.00 0.11
C -4.01596 0.77932 -4.29023 -0.11 0.09 -0.14
C -4.30854 1.61270 -5.53239 0.01 -0.16 0.26
C -1.63438 0.52049 -4.80365 0.12 0.31 0.14
C -1.10057 1.59414 -3.82625 -0.18 -0.07 -0.39
N -0.80149 1.07191 -2.51625 0.24 -0.09 -0.11
C -1.59689 1.30670 -1.44450 0.22 -0.04 -0.01
O -2.55626 2.05617 -1.48890 -0.22 0.04 0.10
C -1.21677 0.56733 -0.20837 -0.05 -0.05 0.27
C -2.23075 0.21612 0.67890 0.11 0.06 -0.14
C -1.94980 -0.49024 1.82855 0.15 -0.10 0.16
C -0.63448 -0.84184 2.13207 0.14 0.44 -0.71
N -0.34212 -1.52705 3.29948 0.47 -0.67 0.51
S 1.01884 -2.48924 3.53324 -0.41 0.15 0.14
O 0.67711 -3.30205 4.66101 -0.07 0.23 0.18
O 1.40581 -3.12242 2.30939 0.14 0.38 0.00
C 2.25245 -1.29302 4.01114 -0.30 -0.43 -0.28
C 2.03285 -0.52600 5.13986 0.04 0.13 0.16
C 2.97386 0.41566 5.50661 0.09 -0.09 -0.14
C 4.13372 0.58056 4.75419 -0.02 -0.09 -0.20
C 4.36619 -0.23753 3.63777 -0.13 0.01 0.25
C 3.40511 -1.16971 3.26575 0.22 0.09 -0.05
O 5.51494 -0.15312 2.90503 -0.31 -0.12 -0.16
C 6.54705 0.55709 3.55762 0.16 0.41 0.36
C 5.99414 1.84644 4.16082 0.35 -0.15 -0.46
O 5.01610 1.54744 5.13576 -0.29 -0.22 0.21
C 0.38853 -0.45828 1.26816 -0.08 -0.03 -0.01
C 0.09596 0.22854 0.10658 -0.20 0.03 -0.02
H -3.42708 -2.72049 -4.76113 0.02 -0.05 -0.09
H -3.58021 -3.11308 -3.04151 -0.07 -0.14 0.09
H -4.75218 -2.04622 -3.81520 -0.15 -0.01 -0.01
H -3.11440 -0.73753 -2.45318 0.10 -0.02 -0.01
H -1.78732 -1.48951 -3.35367 -0.02 0.07 0.05
H -3.88068 1.43776 -3.41720 -0.04 -0.10 -0.04
H -4.88446 0.14791 -4.09044 0.00 0.05 0.05
H -5.27525 2.09764 -5.42202 -0.06 0.11 -0.03
H -3.55981 2.38577 -5.68431 0.06 0.12 -0.07
H -4.33717 0.97272 -6.41092 -0.01 -0.04 -0.13
H -1.74766 0.99918 -5.78005 0.15 0.00 -0.02
H -0.88040 -0.26564 -4.91071 0.00 0.04 -0.08
H -1.84245 2.38144 -3.68478 0.12 0.00 -0.06
H -0.19352 2.03307 -4.25531 -0.10 0.05 -0.01
H -0.10398 0.34767 -2.45606 -0.11 0.02 0.11
H -3.24475 0.50133 0.44224 -0.08 0.03 -0.01
H -2.74540 -0.77337 2.50226 -0.11 -0.04 0.07
H -1.12927 -1.82216 3.85511 0.07 -0.18 0.16
H 1.13378 -0.67413 5.71380 -0.12 0.07 0.14
H 2.83590 1.04498 6.37074 -0.04 0.08 0.11
H 3.56768 -1.80071 2.40710 0.08 -0.06 -0.15
H 7.30526 0.76385 2.80165 -0.04 0.01 0.11
H 6.97862 -0.06164 4.35549 -0.02 0.04 -0.10
H 6.77300 2.41521 4.67003 -0.04 -0.05 -0.10
H 5.54961 2.45838 3.36480 0.05 -0.03 0.10
H 1.40625 -0.71639 1.50689 0.10 0.07 -0.10
H 0.90888 0.52905 -0.53876 0.07 0.03 -0.06



[4]
15
Properties=species:S:1:pos:R:3:forces:R:3 method="wB97M-V/def2-TZVPD" gap_ev="7.388 / 7.953" homo_energy_ev="-8.4 / -8.6" total_energy_ha=-1065.7846 fmax_ev_per_a=3.759 total_charge=0 de_lowest_ev=5.3734 multiplicity=1
C 1.09863 -1.69609 0.78880 0.16 0.13 -0.53
C 0.18219 2.11950 0.06801 1.34 -3.51 -0.03
C -1.09244 -1.04041 -0.76278 -1.68 0.02 0.33
O 1.29815 -0.64526 -1.71846 0.29 -0.07 -0.16
O -2.47423 2.05371 0.26298 -1.39 0.82 -0.69
S 0.48964 -1.68001 -1.02871 0.64 0.41 0.71
S -1.28763 1.40808 0.80464 1.17 -0.91 0.56
H 2.26837 -1.88385 0.76260 -2.76 -0.39 0.17
H 0.33514 -2.28442 1.41406 1.82 0.29 -0.86
H 1.00337 -0.65937 1.11228 -0.05 0.10 -0.09
H 0.59620 1.25842 -0.59502 -0.32 1.68 0.98
H 0.88706 2.35283 0.85990 0.15 -0.17 0.21
H 0.05332 2.97481 -0.48907 -0.83 1.84 -1.34
H -1.83142 -0.72265 -1.58754 1.68 -0.54 1.24
H -1.52633 -1.55527 0.10830 -0.20 0.32 -0.50